[1]
An isolated molecule of C4H5N in a non-equilibrium geometry, computed with wB97M-V/def2-TZVPD.

Properties
SMILES = C#C[C@H]1CN1
maximum force = 2.4 eV/Å
LUMO = 1.133 eV
E = -210.025009 hartree
HOMO energy = -9.39 eV
spin multiplicity = 1
ΔE to the lowest compared entry with this formula, charge and spin = 3.775 eV

Each line ends with the Mulliken charge.
Element x y z (Å)
N (-0.913, -0.540, -0.990)  -0.55
C (-1.111, 0.831, -0.564)  -0.60
C (-0.496, -0.237, 0.346)  -0.05
C (0.950, -0.283, 0.584)  -0.69
C (2.127, -0.498, 0.765)  0.25
H (-1.103, -0.485, 1.194)  0.33
H (-2.155, 1.064, -0.383)  0.25
H (-0.119, -0.694, -1.591)  0.27
H (3.170, -0.683, 0.933)  0.40
H (-0.351, 1.526, -0.293)  0.38

Forces on atoms 1 to 6 (eV/Å):
N -0.1 0.1 -0.4
C 0.0 -0.7 1.6
C 0.0 -0.6 0.6
C 0.3 -0.1 0.3
C -0.8 0.2 -0.1
H -0.2 -0.9 0.1

[2]
A 3-piece molecular cluster, C2H11N3O2 overall in a non-equilibrium geometry, computed with wB97M-V/def2-TZVPD.

Properties
SMILES = [H]/N=C(\N)NC.O.O
maximum force = 5.1 eV/Å
LUMO = 0.400 eV
E = -397.496108 hartree
HOMO energy = -8.95 eV
spin multiplicity = 1
ΔE to the lowest compared entry with this formula, charge and spin = 1.955 eV

Each line ends with the Mulliken charge.
Element x y z (Å)
O (3.327, -0.470, 1.408)  -0.69
O (-3.153, 0.624, -0.294)  -0.73
N (-0.451, 1.365, -1.575)  -0.61
N (-0.616, -0.516, 0.037)  -0.06
N (1.276, 0.859, -0.034)  -0.61
C (0.197, 0.474, -0.560)  0.29
C (0.042, -1.738, 0.496)  -0.89
H (0.586, -1.619, 1.361)  0.29
H (-1.063, 0.878, -2.261)  0.25
H (-3.276, 0.472, 0.649)  0.33
H (-0.710, -2.640, 0.551)  0.29
H (2.635, 0.145, 1.022)  0.45
H (-1.627, -0.584, -0.242)  0.33
H (3.222, -0.592, 2.328)  0.30
H (-3.110, 1.757, -0.334)  0.37
H (0.965, -2.069, -0.112)  0.28
H (1.465, 1.862, -0.327)  0.15
H (0.291, 1.792, -2.113)  0.27

Forces on atoms 1 to 6 (eV/Å):
O 0.0 0.6 -2.0
O -0.3 5.1 -0.3
N 0.0 -2.1 0.5
N 0.1 -0.3 -1.6
N 1.2 1.5 0.1
C -3.4 1.6 -0.2

[3]
C8H9BrCl4MnNO2Si as an isolated structure, computed with wB97M-V/def2-TZVPD.

Properties
net charge = +1
maximum force = 0.1 eV/Å
LUMO (spin up / spin down) = -5.467 / -4.282 eV
E = -6370.683957 hartree
HOMO energy (spin up / spin down) = -11.47 / -11.47 eV
spin multiplicity = 4
ΔE to the lowest compared entry with this formula, charge and spin = 1.678 eV
expectation value of S² = 3.9149

Each line ends with the Löwdin spin population.
Element x y z (Å)
Br (-1.217, 4.625, -3.756)  0.00
Mn (0.631, -1.813, 0.762)  3.16
Cl (-0.897, -2.206, 2.725)  -0.01
Cl (1.296, -4.758, 3.373)  -0.02
Cl (2.239, -1.652, 3.904)  -0.04
Cl (-0.017, -3.195, -1.065)  0.03
Si (1.085, -2.860, 2.776)  -0.10
O (1.068, 0.306, -1.420)  0.01
O (-0.047, -0.132, 0.459)  0.03
N (2.523, -1.281, 0.257)  0.00
C (0.758, -3.821, 0.418)  -0.08
C (-1.438, 3.563, -2.212)  0.00
C (-1.773, 2.007, 0.059)  0.00
C (0.164, 0.581, -0.643)  0.01
C (-2.617, 3.079, -0.179)  0.00
C (-0.585, 2.499, -1.991)  0.00
C (-2.453, 3.860, -1.314)  0.00
C (-0.759, 1.720, -0.850)  0.00
H (3.157, -2.014, -0.047)  0.00
H (0.076, -4.522, 0.886)  0.00
H (2.296, -0.661, -0.550)  0.00
H (-3.408, 3.313, 0.519)  0.00
H (0.207, 2.264, -2.688)  0.00
H (3.002, -0.727, 0.962)  0.00
H (-1.896, 1.396, 0.941)  0.00
H (-3.111, 4.698, -1.504)  0.00
H (1.717, -4.269, 0.180)  0.00

Forces on atoms 1 to 6 (eV/Å):
Br 0.0 0.0 0.0
Mn 0.0 -0.1 -0.1
Cl 0.0 0.0 0.0
Cl 0.0 0.0 0.0
Cl 0.0 0.0 0.0
Cl 0.0 0.0 0.0

[4]
A 2-piece molecular cluster, C5H8NO overall in a non-equilibrium geometry, computed with wB97M-V/def2-TZVPD.

Properties
net charge = +1
maximum force = 3.3 eV/Å
LUMO = -5.620 eV
E = -324.806672 hartree
HOMO energy = -13.54 eV
spin multiplicity = 1
ΔE to the lowest compared entry with this formula, charge and spin = 6.321 eV

Each line ends with the Mulliken charge.
Element x y z (Å)
O (-1.936, -1.527, -0.081)  -0.19
N (-2.780, -0.942, 0.544)  -0.08
C (1.095, 0.562, -0.661)  0.08
C (-1.278, 1.364, 0.109)  -0.72
C (2.030, 0.035, 0.419)  -0.46
C (1.501, -0.934, -0.499)  -0.34
C (-0.132, 0.998, -0.303)  0.26
H (-3.623, -1.581, 0.876)  0.26
H (1.585, 1.139, -1.438)  0.40
H (1.988, -1.525, -1.428)  0.29
H (0.742, -1.412, 0.001)  0.26
H (-1.374, 2.164, 0.809)  0.30
H (3.043, 0.379, 0.431)  0.30
H (-2.289, 1.261, -0.177)  0.37
H (1.428, 0.019, 1.400)  0.28

Forces on atoms 1 to 6 (eV/Å):
O -1.2 0.1 0.8
N -0.5 -0.7 0.0
C 0.3 1.5 -1.8
C 0.8 1.0 -0.1
C -0.8 -0.8 2.8
C 1.8 -1.1 -2.3

[5]
C11H18ClHfO3RhS as an isolated structure in a non-equilibrium geometry, computed with wB97M-V/def2-TZVPD.

Properties
maximum force = 5.4 eV/Å
LUMO (spin up / spin down) = -0.360 / -4.483 eV
E = -1672.274257 hartree
HOMO energy (spin up / spin down) = -7.49 / -7.29 eV
spin multiplicity = 5
ΔE to the lowest compared entry with this formula, charge and spin = 2.149 eV
expectation value of S² = 6.0179

Each line ends with the Löwdin spin population.
Element x y z (Å)
Hf (-0.045, -0.987, -2.437)  0.40
Rh (-1.188, 1.092, -0.972)  1.47
Cl (-2.222, 3.479, -3.649)  0.11
S (1.301, 0.476, 0.244)  0.02
O (2.702, 0.538, -0.026)  0.01
O (0.517, 1.702, -0.156)  0.05
O (0.641, -0.757, -0.387)  0.06
C (0.472, -2.938, -3.492)  0.74
C (0.031, 0.309, 4.664)  0.00
C (0.936, 0.411, 1.992)  0.00
C (0.901, -0.807, 2.680)  0.00
C (0.543, 1.584, 2.658)  0.00
C (-0.542, 0.250, 6.052)  0.00
C (-0.721, -0.407, -4.485)  0.59
C (-2.198, -0.195, -2.020)  0.20
C (0.119, 1.528, 3.987)  0.00
C (1.643, 0.240, -3.114)  0.07
C (0.479, -0.846, 4.012)  0.00
H (1.203, -1.719, 2.154)  0.00
H (1.653, 0.277, -4.216)  0.00
H (-2.556, 0.854, -1.667)  0.02
H (2.628, -0.141, -2.795)  0.01
H (-1.302, 0.537, -4.509)  0.03
H (0.196, -0.177, 6.742)  0.00
H (-2.792, -0.936, -1.431)  0.02
H (-0.194, 2.445, 4.496)  0.00
H (-1.357, -1.245, -4.844)  0.04
H (0.546, 2.549, 2.150)  0.00
H (0.461, -1.806, 4.543)  0.00
H (-2.552, -0.181, -3.067)  0.02
H (-0.817, 1.255, 6.386)  0.00
H (0.144, -0.328, -5.168)  0.02
H (1.490, -3.305, -3.760)  0.05
H (1.605, 1.281, -2.765)  0.00
H (-1.444, -0.377, 6.104)  0.00
H (-0.283, -3.657, -3.904)  0.05

Forces on atoms 1 to 6 (eV/Å):
Hf 1.8 -1.3 2.1
Rh 1.0 2.2 0.7
Cl 0.3 -0.8 0.5
S -0.1 1.1 0.7
O -0.4 -0.1 0.1
O 2.2 -0.7 0.4

[6]
An isolated molecule of C3H6N2O, computed with wB97M-V/def2-TZVPD.

Properties
SMILES = C/N=C/NC=O
maximum force = 0.5 eV/Å
LUMO = 0.864 eV
E = -302.652369 hartree
HOMO energy = -9.53 eV
spin multiplicity = 1
ΔE to the lowest compared entry with this formula, charge and spin = 1.108 eV

Each line ends with the Mulliken charge.
Element x y z (Å)
O (2.759, 0.199, 1.886)  -0.53
N (-0.714, -0.053, 0.124)  -0.40
N (1.552, -0.412, 0.029)  -0.09
C (0.297, -0.340, -0.577)  0.04
C (-1.985, 0.237, -0.476)  -0.71
C (1.700, 0.094, 1.314)  0.01
H (2.382, -0.610, -0.516)  0.23
H (-2.025, 0.055, -1.562)  0.29
H (0.712, 0.384, 1.707)  0.36
H (-2.775, -0.335, 0.027)  0.23
H (-2.201, 1.299, -0.291)  0.25
H (0.298, -0.519, -1.663)  0.29

Forces on atoms 1 to 6 (eV/Å):
O -0.3 -0.1 -0.3
N 0.3 -0.1 -0.3
N 0.0 0.1 0.2
C -0.3 0.2 0.2
C -0.3 0.0 -0.1
C 0.3 0.0 0.0

[7]
C11H14MgN2OP as an isolated structure in a non-equilibrium geometry, computed with wB97M-V/def2-TZVPD.

Properties
net charge = -1
maximum force = 3.1 eV/Å
LUMO (spin up / spin down) = 2.583 / 2.562 eV
E = -1153.694172 hartree
HOMO energy (spin up / spin down) = -0.23 / -0.27 eV
spin multiplicity = 1

Each line ends with the Mulliken charge.
Element x y z (Å)
P (2.277, 0.175, -2.211)  0.08
Mg (0.787, 1.453, -0.777)  0.06
O (-3.188, -4.265, -0.522)  -0.75
N (-0.247, -0.261, -0.007)  -0.02
N (-2.392, -4.598, 1.575)  -0.31
C (2.366, 3.384, 0.570)  -0.49
C (-2.479, -3.894, 0.419)  0.19
C (-0.827, -2.172, 1.351)  -0.44
C (-1.100, -0.696, -0.977)  0.39
C (1.745, 3.636, -0.706)  -0.64
C (0.082, 3.489, 0.912)  -0.48
C (0.321, 3.712, -0.493)  -1.07
C (-1.806, -1.886, -0.854)  -0.82
C (1.341, 3.282, 1.548)  -0.57
C (-0.138, -0.970, 1.150)  -0.86
C (-1.680, -2.649, 0.326)  0.85
H (2.264, 3.919, -1.624)  0.55
H (-0.885, 3.569, 1.397)  0.48
H (1.523, -0.003, -3.417)  0.09
H (-0.412, 4.072, -1.224)  0.66
H (3.536, 0.715, -2.650)  0.05
H (-0.688, -2.708, 2.296)  0.12
H (1.487, 3.080, 2.608)  0.42
H (-1.857, -4.322, 2.387)  0.14
H (-2.452, -2.211, -1.678)  0.38
H (2.585, -1.164, -1.823)  0.04
H (-2.943, -5.429, 1.641)  0.22
H (0.518, -0.551, 1.918)  0.34
H (3.439, 3.370, 0.742)  0.42
H (-1.181, -0.079, -1.878)  -0.03

Forces on atoms 1 to 6 (eV/Å):
P 0.2 -0.1 -0.7
Mg -1.1 0.1 1.6
O -0.4 -0.7 0.1
N 1.6 2.6 -0.6
N 0.1 -0.9 1.2
C -0.8 0.0 -0.8

[8]
An isolated molecule of C4H4ClF in a non-equilibrium geometry, computed with wB97M-V/def2-TZVPD.

Properties
SMILES = C#CC[C@@H](F)Cl
maximum force = 4.3 eV/Å
LUMO = 0.942 eV
E = -714.796253 hartree
HOMO energy = -10.29 eV
spin multiplicity = 1
ΔE to the lowest compared entry with this formula, charge and spin = 0.860 eV

Each line ends with the Mulliken charge.
Element x y z (Å)
Cl (-2.413, 0.991, 1.231)  -0.17
F (-1.071, -1.151, 0.965)  -0.24
C (1.705, -1.025, -1.171)  0.07
C (-1.195, 0.076, 0.340)  0.12
C (0.204, 0.704, 0.294)  -0.69
C (1.069, -0.204, -0.486)  -0.41
H (0.283, 1.664, -0.086)  0.37
H (2.340, -1.648, -1.764)  0.41
H (0.647, 0.807, 1.312)  0.26
H (-1.570, -0.214, -0.634)  0.28

Forces on atoms 1 to 6 (eV/Å):
Cl 0.2 0.3 -0.2
F 0.1 0.1 0.3
C -2.0 3.0 2.4
C 0.4 -0.8 0.2
C 0.7 -2.2 1.3
C 2.0 -2.7 -2.4